No. 1
Density functional theory data (ωB97M-V/def2-TZVPD) for a 16-piece molecular cluster, C81H185Cl9O39 overall.

The frontier orbital gap is 9.7 eV. The LUMO energy is 0.48 eV.

Structure (ORCA input):
```
! wB97M-V def2-TZVPD RIJCOSX def2/J DEFGRID3
* xyz 0 1
H 5.4750 0.8453 6.6094
H 6.5997 -1.7784 2.8886
C -5.8891 8.3423 -7.3586
H -3.3056 4.5186 8.1009
H -9.7626 -1.6855 -3.5766
H 1.4121 8.8128 -1.9025
H -0.0099 -8.4268 -8.3585
H -4.4504 -1.4335 -9.3013
H -0.8000 3.2991 -4.9396
C 7.1150 2.4718 2.5105
H 0.4404 2.1264 -4.4912
O -4.3609 1.6053 6.9602
H 9.9155 0.1703 8.1882
O -5.4933 -3.9611 0.1219
O -1.8766 -4.3188 -3.8499
C 5.4551 -4.5264 5.5630
Cl -5.9331 4.4843 -1.3320
C -1.0649 -0.5278 -1.1515
H 8.0988 -1.2986 4.9417
H -6.4750 -2.9317 -1.4271
C -0.2977 3.5590 -0.6630
H 6.7305 1.7271 3.2270
H 2.5614 -0.2173 0.4357
H -5.1236 1.4304 4.2196
O -5.6632 -1.6068 -3.4019
H -3.3516 5.7710 -5.5403
O -4.5122 4.4956 -6.8161
O 11.6076 -2.2204 6.6466
H -5.6123 -3.5043 -4.1217
C 1.8593 0.6029 0.7012
O 2.0415 1.0295 2.0951
C 0.4045 -7.8370 -4.0001
H 9.4966 1.2659 -0.5810
H -1.7310 -3.0928 -9.1276
C -0.1871 -8.9925 -7.4386
O 2.6425 -1.2423 7.6591
Cl 1.0605 3.5576 -1.7590
C -4.9569 -0.4534 -3.7120
Cl -9.4036 -1.4036 -0.8646
C -3.5836 -0.9616 -8.8226
H 1.9304 1.3976 -0.0416
H 2.0291 -1.5286 3.3982
H -7.6722 0.8882 -4.3983
H -0.8817 8.9705 1.1252
O -0.6501 -6.9200 -3.8170
H 1.0834 9.6323 -0.3997
H -5.4042 0.4424 -3.1813
C -8.3886 -0.0495 -1.3817
H 9.0769 1.6750 2.4572
C 1.7545 -3.0798 -0.9832
H 8.2652 0.4511 5.3818
H -2.9917 1.4120 2.3529
H -4.9115 4.0220 7.8159
H 4.6882 -2.9009 7.5664
C 7.7633 -1.0736 6.9996
C -7.6514 -2.6525 -4.3834
H -5.1565 9.0873 -7.6105
C -1.9862 -2.4003 -9.9329
C -2.8122 -3.2296 -3.5940
C 7.4679 4.8464 2.5891
C 11.0717 2.4185 0.5302
H -1.1806 -9.4575 -7.4485
H -4.4992 6.5207 -8.2853
C 0.8622 -6.0594 1.0525
O 0.0279 7.1000 0.5109
H -4.8199 -0.2982 -4.7728
H 1.6386 0.6099 6.4004
H -8.1483 2.2317 -3.4025
H -3.1998 -2.5647 -7.5278
H 13.2760 0.7352 -1.2554
H -7.6443 -5.6783 -0.4143
H -0.9783 7.6441 2.1831
C -5.3068 2.7010 9.7530
O 0.6999 -4.7625 0.4019
H -6.3386 7.8572 -8.2394
H 0.2715 -0.9224 0.9783
H 4.7136 -2.5853 4.0365
C -3.6163 5.5524 -6.5937
H 0.6824 -9.5599 -5.2214
C -6.1080 4.1614 -4.4280
C 0.4708 0.1130 0.6473
C -1.0080 7.8901 1.1132
H -1.5709 -6.6434 4.0819
H 7.6084 5.6305 3.3177
C 9.7055 2.2619 -0.1673
H -5.7534 1.9844 9.0854
H -1.0352 2.0519 -3.6218
O 9.0255 -1.5558 7.4181
C 12.3510 0.8118 -0.6810
H 7.1097 -1.9222 7.0992
C -3.3356 -3.5585 1.0066
H -4.6961 -0.1908 6.1012
C 2.8290 7.9771 0.9681
C -4.1403 6.8067 -7.2856
H -11.2475 -0.0108 -4.5529
H 4.0127 0.7269 2.2980
H 7.8641 0.8542 1.3735
H 0.6297 -1.5454 8.0858
H -0.4553 -7.3339 2.2312
O 2.7026 8.3281 -0.4363
H 11.1091 1.7611 1.3887
O 0.0991 0.2225 -0.7363
C -0.4218 -6.2965 1.8590
C -0.0960 0.1441 4.6796
O 3.4392 -2.6045 2.3353
O -3.0026 -0.7862 -6.4157
H 8.3171 4.9320 1.8719
H -3.7480 0.1092 -8.8617
C 4.3561 7.7410 1.2429
H -2.7286 -2.8694 -10.5928
O -0.1146 -8.0978 -6.3301
H 4.4262 7.6687 2.3069
C -6.3531 -3.9613 -1.0303
H 5.3280 -5.4135 4.9673
H 2.0029 -2.5164 -3.5412
H 5.5854 -2.2974 -0.3683
C -0.6625 2.2770 -4.6294
H 12.1855 -0.5694 7.8266
H 0.4776 -5.2289 -3.3340
H 2.2130 7.0873 1.2116
C -4.0459 3.2453 -6.3125
O 7.5038 3.5935 3.2987
H 0.8277 6.5971 -1.2262
C -7.7176 -4.6003 -0.6527
H -2.3194 -2.4399 -3.0233
H -1.3740 -4.3759 -1.8095
H 11.5301 0.4397 -1.2992
H -2.4181 -5.6703 -2.3929
H -0.9164 0.8246 4.9080
H 13.6404 -2.4315 7.0652
H -8.1082 -4.0956 0.2339
H 0.5912 -9.7520 -7.4345
Cl -4.1656 5.4418 0.7629
H 6.0327 -3.7628 5.0416
H 6.3436 2.6563 1.7676
O -8.2015 -1.4726 -4.8842
H -3.8379 -4.6167 -0.9001
C 1.3505 -0.7461 7.9272
H -5.3330 2.2054 10.7179
H -1.0543 -1.5658 -0.7849
H 5.1404 4.8911 -0.0426
C 8.2684 1.8118 1.7128
H -2.9782 0.2843 6.1806
O 5.7866 -1.0180 1.2587
C -1.0863 0.0785 -5.2509
C -4.1620 -3.7725 -0.2593
H 6.0280 -3.0509 1.7638
H -3.9653 2.1467 -0.1978
H 0.0334 -6.2772 -2.0126
O -3.0996 1.9625 4.2980
H -8.0000 -3.5066 -4.9898
C 0.4072 7.5128 -0.7811
C 1.3818 8.6322 -0.8177
O -3.2628 -2.1573 1.3237
H 7.4474 -0.2364 7.6351
H 12.4901 0.1794 0.1857
C 5.7771 0.9064 5.5482
H -2.4006 0.3072 0.3350
H 0.9233 -6.8493 0.2716
H -2.0182 -0.9210 2.4002
H -1.7539 -0.0627 -4.3882
C -2.8519 2.2942 2.9459
H 6.1834 2.2552 -1.3785
C -6.1032 -2.5603 -4.3733
H -2.0168 7.6422 0.7397
O -9.7132 0.9333 -3.7561
C 11.3740 -1.2938 7.6520
H -0.5370 -0.4686 3.8674
H 1.3329 -7.3013 -4.2930
H -10.2081 -4.6978 -0.4382
C -5.8112 4.8681 0.3917
C 4.5512 -2.0630 3.0999
H -2.4615 -5.3316 3.2441
H -0.8012 2.6058 -0.7436
H 1.4438 -2.2235 -0.3546
C 5.2293 -1.3137 0.0127
H -6.5286 5.6379 0.6137
H 6.0116 -4.8267 6.4399
H -8.6409 2.1643 -5.1303
H 2.3934 8.8035 1.6473
H 6.5376 5.0274 2.0463
C 1.0435 -2.2956 -3.0708
O 4.1266 -4.0588 5.8926
H -3.2880 3.2733 6.1040
H -4.6494 -1.6568 -7.1491
H 1.2752 -0.2396 8.8875
C -2.3346 0.1381 -0.7499
H -1.2728 -6.0981 1.2015
H -0.4237 7.8165 -1.4279
H 11.2190 3.4093 0.9341
H -5.8486 -4.5495 -1.8079
C 5.5709 -0.3262 -1.0412
H 2.2212 -3.2213 3.8897
H -3.6049 2.0470 -4.6851
H -2.3617 -2.4148 3.2260
O -0.3964 -5.4521 2.9598
H -3.6314 2.8387 -1.8358
C 5.7627 -2.0716 2.2209
H 2.7767 -2.8813 -1.3407
H 4.5093 2.6557 -1.5059
H -3.1159 -2.7822 -4.5505
O -2.3356 -1.1301 -9.5119
C 3.3196 1.5602 2.3296
C -1.5822 -0.8841 -6.3800
Cl 0.2375 3.8627 0.9272
C 7.6951 -0.4814 5.5546
O -8.6176 -4.3778 -1.7364
H -4.0776 -2.9206 -0.9117
C 4.1533 -2.7931 6.5920
H -5.8752 3.6367 9.7799
H -3.9109 -0.5331 -3.3289
H -4.7434 2.5230 -6.7406
H 12.6085 -3.7319 7.6995
H -2.7135 5.2894 -7.1342
H -6.5471 4.1955 -5.4256
H -6.6472 8.8207 -6.7291
H 2.2616 -5.0801 -0.9798
O 8.6058 2.6369 0.6102
C 2.2068 -2.5656 3.0455
C -4.0060 0.6642 6.0147
H 11.2447 -1.7869 8.6145
H 0.5765 -8.2976 -3.0228
H 3.4486 5.4065 0.0597
H 4.3760 5.0917 1.5823
H 1.0719 -1.2446 -2.7163
H 1.4464 -2.8702 2.3293
H -2.3271 -3.9399 0.8316
H 2.0091 -2.3882 6.0752
H 0.0092 0.7387 7.2017
H -0.9530 -0.6504 -2.2216
C -10.1736 0.0260 -4.7432
O -1.2284 1.4487 -5.6173
H 4.8794 1.1163 4.9845
H 9.6945 2.8611 -1.0690
C 5.2131 1.8592 -1.6476
C -0.0814 -8.7748 -5.1194
H 1.6951 -6.0923 1.7238
H -3.3188 3.6791 -4.2836
O -2.4150 1.4021 -1.3946
Cl -1.4497 4.8540 -1.2004
H -0.1648 0.7466 1.2623
O 4.9922 6.7730 0.4400
O 4.7978 0.8188 -0.8164
H -1.4482 -5.1718 4.7754
H 5.4247 -0.8006 -2.0318
H 6.3818 1.8186 5.4250
C -4.0430 3.0477 -4.8146
C 10.0784 -0.5635 7.3730
O -3.9729 2.9961 9.3807
H 3.3156 2.1194 3.2726
H -3.1394 -0.5481 -1.0981
Cl -9.0708 1.5268 -0.9364
O -5.2894 3.0091 -4.1844
Cl -6.3430 3.5143 1.3585
C -1.6072 -4.9954 -2.6736
H -3.8523 -4.0757 1.8471
H -3.3299 7.5278 -7.4346
H 2.7207 -4.3140 0.5333
C 1.9217 -4.3616 -0.2258
O 12.1601 2.1610 -0.3334
C -3.6811 1.9461 -1.2258
C -3.9187 3.6123 8.1232
H -2.5245 2.2670 7.3993
H 4.3691 -1.0280 3.4265
H -10.1556 -2.1141 -5.2563
H -1.2888 -2.3577 1.8567
H 12.9246 -3.5446 5.9390
H -3.4766 3.0976 2.5252
H -1.0657 -2.2688 -10.4763
H -7.8804 -2.8302 -3.3343
H -1.7912 2.5338 2.8828
C 0.7864 0.0791 6.8246
H -5.6874 -2.2394 -5.3255
C 4.4411 5.4582 0.5642
H -10.0616 -5.8789 -1.8209
C 12.7394 -3.0239 6.8539
H -0.0605 -0.2001 -5.1037
C -3.6063 -1.5403 -7.4397
Cl -6.8245 -0.1206 -0.5891
H -3.0690 3.0929 -6.7339
H -1.1645 -0.5308 -7.3559
C -4.1488 1.0257 4.5698
C -8.5262 1.5699 -4.2025
H 10.1045 -0.0029 6.3790
H -1.3128 -1.9812 -6.2705
H -4.0638 0.1053 3.9781
H -3.7670 -3.5249 -3.1081
C 2.6624 -2.4555 6.9643
O 6.4146 -0.2544 5.0853
H -8.2232 -0.1772 -2.4507
H 3.6443 2.2871 1.5603
O 0.8631 -3.2710 -2.0268
H -5.6013 5.1237 -4.2675
H -6.9335 4.1350 -3.7283
O -5.2419 7.3975 -6.5552
H 2.3392 -3.2973 7.6334
C -3.4687 2.7325 7.0374
H -10.6010 -4.1966 -2.0635
C -9.6017 -1.4198 -4.6195
H 0.3114 -2.4885 -3.8618
H 4.1835 -1.4848 0.1853
O 0.2170 -0.7273 5.7710
C -0.3509 -5.8589 -2.9514
H -4.4893 1.3372 -1.6420
H 6.6587 -0.1082 -1.0695
C -2.2347 -1.9604 2.2138
H -1.0632 -9.1559 -4.7405
H 4.9915 8.6304 1.0914
H -9.9975 0.4485 -5.7649
H 5.2058 1.6165 -2.7194
C -1.5235 -5.5987 3.7777
C -9.9297 -4.8361 -1.4819
H 4.7037 -2.0123 6.0534
H 0.7397 0.7117 4.2851
*
```


No. 2
Density functional theory data (ωB97M-V/def2-TZVPD) for C8H27AgN9O5 as an isolated structure.

As for the energy relative to the best compared isomer or geometry (same formula, charge and spin): 0.870 eV. The frontier orbital gap is 9.5 eV. The LUMO energy is -1.69 eV.

Structure (ORCA input):
```
! wB97M-V def2-TZVPD RIJCOSX def2/J DEFGRID3
* xyz 1 1
N -2.3732 -1.9413 2.1512
O 1.9869 0.8205 -1.2783
Ag -0.2811 0.4523 -0.4052
H 1.1567 2.2907 1.6252
H -3.8703 3.8988 -2.7421
H -3.5440 3.0699 0.5985
H 3.3528 0.7403 3.8992
C 1.4275 -2.2118 0.7258
H 4.9308 -0.2911 -0.8890
H -1.5035 -3.5558 -3.8044
N -4.3577 -1.1528 1.2926
H 2.5877 0.3914 1.6086
C -0.6627 -1.8040 -3.1372
H 2.1831 -1.4083 3.1078
H 3.3882 -1.1212 -0.6979
H -4.4852 3.8746 -0.5916
N 3.9302 -0.2892 -0.8534
C 1.3226 -0.8495 2.7269
O -2.4149 -0.6547 0.2530
H 1.8942 -1.4812 0.0584
H 3.4064 2.4512 -2.4708
C 2.3834 1.1704 3.6314
N 0.7353 1.3787 1.7814
H 0.5544 -0.7888 3.5068
H -1.3607 -1.9488 2.1929
H 0.0727 1.5486 2.5386
O 0.6525 -1.5348 1.6899
C -2.9900 -1.2046 1.1870
H 1.0322 -1.2199 -4.1329
H 2.1965 -2.8896 1.1202
H -2.2482 3.5085 -3.1541
H -2.1695 -2.8751 -2.3130
H -4.8920 -0.8276 0.5090
H -2.8753 -2.6120 2.7021
N 0.2440 -1.8377 -4.1732
H -4.8523 -1.5795 2.0536
H 0.3089 -2.6989 -4.6853
O -1.7855 2.3463 -0.9883
C 3.2021 0.7535 -1.3949
H 0.7354 -2.8683 0.1968
N -3.7907 3.1835 -0.3667
H 4.8847 1.7936 -1.9437
N -1.5164 -2.8714 -3.0729
N -3.0498 3.3416 -2.5752
H 2.5774 2.2330 3.4815
C 1.8099 0.5431 2.3635
O -0.7476 -0.8643 -2.3635
C -2.8138 2.9241 -1.2864
N 3.9143 1.6384 -2.1628
H 1.7136 1.0293 4.4807
*
```


No. 3
Density functional theory data (ωB97M-V/def2-TZVPD) for C22H41N5O6S2Ta as an isolated structure.

As for the energy relative to the best compared isomer or geometry (same formula, charge and spin): 2.959 eV. The frontier orbital gap is 7.4 eV. The LUMO energy is -4.42 eV.

Structure (ORCA input):
```
! wB97M-V def2-TZVPD RIJCOSX def2/J DEFGRID3
* xyz 1 1
H -0.9046 -2.8777 -1.9526
C 3.7827 -0.2617 1.6425
H -3.7301 4.2650 0.2228
H 3.1577 -0.1934 3.6734
N -0.8031 -1.3401 0.3491
H -2.6117 1.0696 -4.2579
H 0.1326 -2.2257 2.6209
N 1.4919 0.0714 2.3729
C 2.7642 -0.5680 2.7211
C -1.9852 -0.5634 -3.0885
H -1.1210 -1.6277 3.6962
H -1.0964 2.3998 3.1906
H 3.4234 -2.1659 -1.1138
H -1.6575 -1.2154 -3.8993
H 4.5590 -2.3105 0.2218
O 2.9293 0.3958 -2.1333
H -0.2808 3.0483 1.7711
H 1.7753 -2.3901 1.1371
H -2.3293 -1.4769 1.7872
H 2.6164 -1.6412 2.8371
C -3.0339 2.9022 -2.7545
O 1.0953 -0.5391 -2.1958
N 3.2975 -0.6282 0.3003
H -3.3196 2.9755 -3.7963
H -4.2201 4.5896 -2.1674
H 4.7323 -0.7612 1.8561
H -3.0322 -0.7854 -2.8742
C -0.9960 -2.7942 0.1850
H -0.5328 -3.2946 1.0363
C -1.8398 0.9031 -3.5046
C 3.5269 -2.0553 -0.0339
O 2.4951 4.1347 0.7375
H 1.2928 -3.2475 -2.1477
S 2.5143 2.8679 0.1034
C -2.1736 1.8749 -2.3809
H -4.3398 1.6383 1.5075
C -0.5179 1.2334 -4.2078
H -2.0661 -3.0312 0.2189
H 3.8737 -0.0832 -0.3348
H -2.7430 3.4150 1.8483
C -0.4765 -1.3518 2.8600
Ta 1.0504 0.5864 -0.3605
H 0.8390 -0.4786 4.3107
H -1.3728 -0.8781 -0.3545
H 2.5862 -4.4844 -0.8953
H 3.0515 -3.5968 1.4434
H -0.5769 1.3025 1.9135
H -3.0689 0.4312 1.3408
O -0.7166 0.9710 -0.6384
H -0.3716 0.5568 -5.0500
O 1.6767 1.8202 0.9135
N 2.2120 -0.3376 -2.7850
N 0.9975 -3.1429 -1.1891
H -3.3500 1.2177 2.9107
C -3.3338 1.3709 1.8300
C -3.5545 3.7997 -1.8475
C -0.9875 2.2918 2.1100
S 1.3760 2.7856 -1.5671
C -3.2595 3.6237 -0.5114
C -2.3824 2.6407 -0.0698
C 1.8454 -3.9378 -0.3066
C 0.4236 -0.2195 3.3310
O 3.7668 2.2153 -0.1569
H 1.2636 -4.6845 0.2419
C -0.4315 -3.3663 -1.1007
H -1.5486 0.0968 1.6921
C 2.5468 -3.0063 0.6760
H -0.6960 -4.4319 -1.1385
H 3.9661 0.8109 1.6338
H -0.1798 0.6799 3.4693
C -1.7615 1.8096 -1.0291
H 0.3370 1.1511 -3.5457
H 1.6470 1.0704 2.3557
C -1.3616 -0.9747 1.6702
H -0.5431 2.2571 -4.5838
H -1.3937 -0.7872 -2.2126
C -2.3450 2.4824 1.4464
*
```